[1]
Below is one molecule with the formula C25H30N4O, with properties calculated with wB97M-V/def2-TZVPD.

LUMO level: 0.594 eV
calculated total energy: -34420.3008 eV
ΔE to the lowest compared entry with this formula, charge and spin: 1.194 eV
HOMO energy: -8.07 eV

Cartesian coordinates (Å):
H -2.3760 -3.2637 1.1474
H 1.2723 -1.0339 0.7207
C 3.4377 2.1796 2.1113
H -4.0793 0.7037 0.9049
H -3.4642 0.1336 -3.4498
N -1.3753 -0.8402 1.3103
C -0.9868 0.3625 1.8084
C -0.9480 2.2729 -1.4800
H 5.7926 1.6098 4.4830
C -1.4586 -1.9558 -3.7816
C 0.6685 -1.8729 0.3734
C 4.6785 2.1239 2.7321
N 0.2876 0.5854 2.3151
H 0.7661 -0.1996 2.7330
C -3.0723 0.4293 1.1459
H 1.5908 0.8984 4.6565
H -2.3413 -2.0862 -0.9668
C -2.7516 0.7259 -2.8928
H -0.8803 -3.9368 -3.2081
H -1.6468 -2.4274 -4.7488
C -0.9054 -0.5409 -4.0341
C 3.7070 1.1894 4.7143
C -1.4225 -3.1907 0.6257
H 4.2642 3.0373 0.3341
H -2.2018 -3.8369 -1.2708
C -2.3064 2.4709 -1.3087
H 0.1865 -0.5679 -4.0302
H 3.8068 0.8150 5.7220
H 0.4846 -2.8356 -3.4127
C -3.2067 1.6984 -2.0215
C -1.6859 -2.9640 -0.8635
H 1.1826 -1.5070 -1.6837
C -0.4970 1.3055 -2.3618
H -2.4141 -1.8934 -3.2610
H 1.2650 -2.7834 0.4482
H -4.2691 1.8533 -1.9001
C -0.5913 -2.0568 1.2298
H 5.5500 2.4730 2.1972
H -0.8688 -4.1212 0.7565
N -0.4311 -2.8036 -1.5729
H -1.2159 -0.2285 -5.0363
H 2.9119 1.9296 0.0539
H -0.3245 -0.7254 -1.1436
C -2.0649 1.2170 1.7111
H -0.2991 -2.3351 2.2559
H 2.6003 3.5323 0.6959
N -2.6512 -0.7975 0.9205
C 2.4641 1.2263 4.1092
H 0.5669 1.1664 -2.5034
C -0.5300 -2.9173 -3.0101
O 0.4914 2.7517 1.6642
H -2.0976 2.2452 1.9994
C 4.8175 1.6368 4.0199
H -0.2431 2.8629 -0.9136
C 0.2795 -1.6431 -1.0836
C 3.3032 2.7021 0.7158
C -1.3903 0.5094 -3.0702
C 0.9596 1.7744 2.2025
H -2.6591 3.2262 -0.6235
C 2.3209 1.7165 2.8151

---

[2]
Below is a 6-piece molecular cluster, C5H21NO6S overall in a non-equilibrium geometry, with properties calculated with wB97M-V/def2-TZVPD.

LUMO level: 0.451 eV
calculated total energy: -30133.5701 eV
ΔE to the lowest compared entry with this formula, charge and spin: 4.363 eV
HOMO energy: -9.48 eV

Cartesian coordinates (Å):
C -0.5271 -1.5868 0.5434
O -0.3131 2.0485 -0.3302
H -3.2343 2.5199 1.4736
C 0.0406 -0.2259 -2.6537
H -1.9332 -0.2488 -1.7417
H 0.6388 0.6036 -3.0582
O 3.5131 -1.5118 -0.9461
H -0.8485 -2.1264 -0.3484
H -3.3010 0.0751 1.5963
H 1.0640 1.7665 1.0983
H 3.1032 -0.6311 -0.8639
C -0.7859 0.8976 -0.4053
H 1.5545 2.0234 -1.3071
H 0.6690 -0.5969 -1.8376
H -0.4228 0.2058 1.7643
H 1.1291 -1.9026 3.5211
H 1.0934 -2.8637 0.1108
S 1.4048 -2.7770 2.4824
H -3.4973 -1.2469 0.7518
C 0.9467 -2.0062 0.8551
H 2.3445 2.0336 -2.6093
H -0.2584 -0.9587 -3.3787
N -0.6525 -0.0630 0.6218
H 1.6004 2.6516 1.9833
O 2.3956 1.9712 -1.7105
O -2.6950 1.7967 1.7269
H 1.6977 -1.2704 0.5783
H -1.3164 -1.9525 1.2618
H 3.9275 -1.7262 -0.1342
O -3.8431 -0.5634 1.1538
H -1.8462 2.0596 1.7965
O 1.1396 1.8052 2.1038
C -1.1347 0.5136 -1.7926
H -1.6528 1.2863 -2.3056